(1)
DFT (ωB97M-V with the def2-TZVPD basis set) results for a 11-piece molecular cluster, C27H33F8N3O30 overall at a distorted geometry.

- Structure (SMILES): O=C1OC[C@@H](F)O1.O=C1OC[C@@H](F)O1.O=C1OC[C@@H](F)O1.O=C1OC[C@@H](F)O1.O=C1OC[C@@H](F)O1.O=C1OC[C@@H](F)O1.O=C1OC[C@@H](F)O1.O=C1OC[C@@H](F)O1.C[N+](=O)[O-].C[N+](=O)[O-].C[N+](=O)[O-]
- Frontier orbital gap: 10.608 eV
- E_tot: -4268.68248 hartree

Element x y z (Å)
F: 4.084 9.872 2.220
F: -8.463 2.328 -1.858
F: 9.785 -7.344 2.306
F: -1.466 9.998 -4.845
F: -2.035 -1.120 0.081
F: -1.421 5.218 7.526
F: -4.969 -5.944 5.033
F: 5.040 3.378 -3.567
O: -9.553 2.893 -0.102
O: -2.477 7.413 -5.414
O: -5.918 -6.387 2.139
O: -10.030 0.755 0.036
O: 2.310 -5.291 -7.921
O: -11.609 2.190 0.678
O: 4.258 1.943 -5.010
O: 7.806 -5.316 1.994
O: 1.492 12.963 2.234
O: -8.135 -6.017 2.584
O: -6.777 -7.034 4.048
O: -0.046 -8.692 -3.721
O: 0.906 -0.560 1.145
O: 2.339 10.997 3.125
O: 2.735 -7.250 7.163
O: 1.458 10.966 1.107
O: 7.126 -5.326 -0.090
O: -2.507 5.811 5.662
O: 0.789 -8.492 -1.680
O: -1.008 6.132 -4.151
O: 0.740 -7.049 6.478
O: 5.130 0.993 -6.929
O: -4.012 4.263 5.659
O: -0.814 0.611 0.662
O: 1.232 -3.900 -6.708
O: 9.182 -6.106 0.529
O: 0.703 1.656 1.899
O: 6.313 1.017 -5.003
O: -0.424 8.033 -5.214
O: -3.928 5.801 3.891
N: 1.487 -4.443 -7.847
N: 1.872 -6.636 6.614
N: 0.784 -9.006 -2.826
C: 9.848 -6.137 1.750
C: 9.063 -5.148 2.588
C: -3.234 4.090 6.875
C: -8.636 0.765 -0.144
C: -2.333 8.445 -6.384
C: 0.273 0.634 1.379
C: 5.247 1.284 -5.733
C: 8.027 -5.430 0.712
C: 1.864 -10.052 -3.037
C: -5.404 -6.975 4.266
C: 1.760 11.755 2.179
C: -2.639 5.445 7.025
C: 2.768 9.777 2.532
C: 0.823 -3.905 -9.026
C: 0.246 -1.408 0.154
C: -7.039 -6.455 2.849
C: 5.931 1.168 -3.632
C: 4.660 2.093 -3.712
C: -8.403 2.177 -0.505
C: -10.494 1.956 0.290
C: 1.902 9.642 1.354
C: -0.901 -0.516 -0.256
C: -4.873 -7.052 2.796
C: -1.276 7.056 -4.900
C: -3.524 5.301 5.002
C: 2.212 -5.369 5.867
C: -1.108 9.126 -5.837
H: -3.996 3.814 7.604
H: -0.078 -2.354 0.587
H: 2.145 -9.892 -4.078
H: 0.975 -1.506 -0.650
H: 3.796 1.916 -3.072
H: -3.277 6.117 7.599
H: -2.523 3.263 6.891
H: -8.323 0.081 -0.934
H: -5.271 -7.902 4.824
H: -3.877 -6.634 2.651
H: 3.050 -5.742 5.278
H: 6.771 1.591 -3.082
H: -4.809 -8.099 2.499
H: 1.130 -2.913 -9.358
H: 2.596 8.976 3.251
H: 2.396 9.252 0.464
H: 9.399 -4.111 2.603
H: 1.265 -5.187 5.359
H: 10.911 -5.901 1.691
H: 1.047 8.966 1.369
H: -0.938 -0.208 -1.301
H: -3.162 9.136 -6.543
H: 9.120 -5.306 3.665
H: -8.287 0.474 0.846
H: -7.474 2.571 -0.095
H: 0.842 -4.661 -9.810
H: 1.548 -11.095 -3.018
H: -1.872 7.961 -7.245
H: 5.627 0.239 -3.150
H: 2.449 -4.523 6.512
H: -0.452 9.692 -6.500
H: 2.760 -9.790 -2.474
H: -0.229 -3.811 -8.758

Cartesian forces (eV/Å) of the 6 atoms listed first:
F 0.1 0.0 -0.1
F 1.0 -0.3 -0.8
F -0.4 -1.6 0.3
F 0.0 0.2 0.2
F -1.6 -0.7 -0.2
F 1.0 1.1 0.8

***

(2)
DFT (ωB97M-V with the def2-TZVPD basis set) results for C27H33FIN2O6PS2Si2 as an isolated structure at a distorted geometry.

- Charge: -2
- Frontier orbital gap: 2.528 eV
- E_tot: -3723.96039 hartree

Element x y z (Å)
I: 2.556 0.732 -6.690
S: -3.842 2.598 0.190
S: -1.666 0.625 -0.160
P: 6.252 -0.074 -0.197
Si: 4.117 0.627 -0.083
Si: 3.324 2.397 -2.147
F: 4.483 1.745 2.307
O: 1.107 -0.681 8.716
O: 4.022 2.215 -0.622
O: 6.547 -0.714 -1.722
O: 2.446 -2.288 3.745
O: 0.225 -3.459 5.041
O: 3.096 0.698 7.278
N: 6.433 -1.421 0.877
N: -4.256 0.363 -1.186
C: 0.867 -2.548 5.613
C: -6.342 1.207 -2.039
C: 3.734 0.644 1.784
C: 3.965 1.142 -3.419
C: -3.111 -3.747 -1.347
C: -3.373 1.158 -0.428
C: -3.032 -1.477 -2.158
C: -5.653 0.658 -0.967
C: -0.817 1.616 -1.454
C: -4.387 -2.001 -0.293
C: 0.706 1.290 -1.463
C: 1.885 0.268 -4.690
C: 2.502 -0.262 6.748
C: -2.623 -2.783 -2.222
C: 2.274 0.922 2.098
C: -3.927 -1.055 -1.183
C: 0.645 -2.029 6.886
C: 2.724 -0.798 5.480
C: 1.444 2.533 -2.014
C: -7.670 1.565 -1.940
C: 1.383 -0.982 7.546
C: 3.046 -0.063 -3.741
C: 2.052 -1.898 4.862
C: -6.346 0.479 0.214
C: -8.328 1.363 -0.735
C: -7.680 0.813 0.353
C: -4.000 -3.322 -0.383
H: 4.975 0.814 -3.129
H: 7.506 -0.672 -1.826
H: 6.073 -1.216 1.808
H: -5.815 0.061 1.069
H: 1.648 0.043 1.895
H: -8.212 0.683 1.292
H: -5.788 1.380 -2.963
H: 2.122 1.303 3.114
H: 0.964 2.818 -2.964
H: 3.668 -0.793 -4.289
H: -8.201 2.022 -2.771
H: -0.950 2.675 -1.198
H: 3.794 3.726 -2.613
H: 3.501 -0.363 4.853
H: -4.377 -4.073 0.311
H: 4.094 1.701 -4.362
H: 1.926 1.733 1.427
H: 0.995 1.019 -0.441
H: -0.165 -2.437 7.486
H: 4.116 -0.247 2.303
H: 1.215 -0.595 -4.779
H: -1.285 1.387 -2.422
H: -2.777 -4.778 -1.421
H: 3.148 -0.289 -0.722
H: -5.064 -1.730 0.511
H: 5.973 -2.262 0.528
H: -2.599 -0.784 -2.879
H: 0.805 0.393 -2.088
H: 2.704 -0.605 -2.850
H: -9.373 1.679 -0.693
H: -1.909 -3.107 -2.980
H: 1.237 3.355 -1.307
H: 1.270 1.108 -4.357

Cartesian forces (eV/Å) of the 6 atoms listed first:
I -0.2 0.0 0.3
S 0.2 0.0 -0.1
S -0.1 -0.3 -0.4
P 1.2 0.9 0.5
Si 0.0 -0.1 1.1
Si 0.4 0.8 0.1

***

(3)
DFT (ωB97M-V with the def2-TZVPD basis set) results for C27H33MnN6 as an isolated structure at a distorted geometry.

- Charge: +1
- Frontier orbital gap (spin up / spin down): 5.235 / 5.375 eV
- ⟨S²⟩: 8.787
- Multiplicity: 6
- E_tot: -2528.02504 hartree

Element x y z (Å)
Mn: -0.390 0.454 -0.073
N: -2.309 0.346 0.187
N: -0.332 -0.206 2.278
N: 1.548 -1.017 0.323
N: 0.448 1.666 -1.468
N: 0.295 2.152 1.019
N: -0.343 -0.734 -1.679
C: -0.186 -0.093 -2.843
C: -4.815 -2.558 1.900
C: 0.910 -0.855 2.680
C: 1.075 4.476 0.908
C: 1.367 -1.782 1.564
C: -0.666 1.037 2.970
C: -5.302 -1.296 1.590
C: 0.410 2.214 -3.773
C: -3.282 1.314 -1.837
C: 0.694 3.154 0.324
C: -2.853 2.725 0.070
C: 0.756 3.502 -3.451
C: -2.676 -1.905 1.007
C: 0.222 -2.053 -1.461
C: -0.420 -0.740 -4.174
C: 0.715 2.931 -1.143
C: -4.492 -0.334 1.010
C: 0.174 2.211 2.467
C: -3.672 2.426 -2.566
C: -2.858 1.457 -0.514
C: 0.220 1.269 -2.740
C: -3.644 3.689 -1.987
C: 0.896 3.897 -2.105
C: -3.149 -0.616 0.717
C: -3.495 -2.855 1.598
C: -3.243 3.835 -0.666
C: 1.623 -1.847 -0.890
H: 0.802 -1.421 3.611
H: 2.290 -2.293 1.857
H: 2.212 -1.305 -1.633
H: -4.897 0.643 0.782
H: -3.948 4.554 -2.561
H: -4.003 2.310 -3.590
H: 1.698 5.051 0.230
H: 0.171 5.055 1.117
H: 1.674 -0.094 2.861
H: -6.335 -1.050 1.806
H: 0.616 -2.556 1.393
H: -5.457 -3.299 2.354
H: -2.558 2.823 1.108
H: 1.178 2.191 2.905
H: -1.302 -0.305 -4.654
H: -1.109 -0.852 2.380
H: -0.403 -2.628 -0.777
H: 1.608 4.348 1.849
H: 1.099 4.928 -1.857
H: -0.603 -1.806 -4.076
H: -1.666 -2.170 0.721
H: 0.900 4.233 -4.234
H: -1.720 1.232 2.773
H: 0.271 1.924 -4.805
H: -3.300 0.323 -2.274
H: -0.295 3.145 2.788
H: 2.399 -0.474 0.416
H: -3.100 -3.843 1.804
H: -3.249 4.815 -0.205
H: 2.120 -2.804 -0.700
H: 0.425 -0.593 -4.848
H: 0.285 -2.628 -2.388
H: -0.536 0.963 4.056

Cartesian forces (eV/Å) of the 6 atoms listed first:
Mn -0.1 -1.1 2.6
N -1.0 0.4 -0.1
N 0.1 0.2 0.0
N 0.1 -0.1 0.0
N -0.3 0.6 -1.5
N 0.5 0.9 0.0

***

(4)
DFT (ωB97M-V with the def2-TZVPD basis set) results for C27H33N4O2PdSb as an isolated structure.

- Charge: +2
- Frontier orbital gap (spin up / spin down): 8.052 / 5.976 eV
- ⟨S²⟩: 6.039
- Multiplicity: 5
- E_tot: -1785.64243 hartree

Element x y z (Å)
Sb: 2.487 0.197 0.002
Pd: -0.125 0.402 0.045
O: -1.206 -1.496 0.020
O: -2.059 1.850 0.026
N: -0.924 0.528 2.133
N: -0.774 0.121 -2.108
N: -4.147 1.504 0.852
N: -3.403 -1.081 -0.199
C: 3.167 1.523 2.631
C: -2.765 -0.719 -3.117
C: 2.264 -2.790 -0.135
C: -7.384 0.048 -0.030
C: 3.218 0.265 -2.013
C: -2.188 -1.106 -0.656
C: -6.371 0.941 0.410
C: 4.558 -0.446 -2.193
C: -7.048 -1.190 -0.501
C: 5.035 1.645 0.909
C: 4.336 -2.026 1.139
C: -0.338 0.028 3.217
C: 2.870 -1.757 0.813
C: -2.378 -0.179 -4.337
C: -1.005 -0.088 4.431
C: -5.692 -1.564 -0.554
C: 3.529 1.684 1.158
C: -2.941 0.818 3.372
C: -4.649 -0.693 -0.163
C: -2.211 0.910 2.204
C: -2.322 0.317 4.509
C: -0.415 0.660 -3.269
C: -2.785 1.435 0.912
C: 3.261 1.720 -2.478
C: -1.190 0.521 -4.413
C: -1.927 -0.550 -2.034
C: -5.006 0.616 0.381
H: 4.508 -1.502 -1.931
H: -3.688 -1.274 -3.015
H: 4.968 -1.965 0.252
H: 4.859 -0.381 -3.241
H: 0.511 1.218 -3.288
H: -3.000 -0.306 -5.213
H: -8.415 0.369 0.028
H: 2.361 -3.783 0.310
H: -2.868 0.245 5.440
H: 4.733 -1.336 1.883
H: 4.431 -3.037 1.541
H: -0.485 -0.492 5.288
H: 5.505 2.426 1.511
H: -5.418 -2.553 -0.902
H: -0.852 0.963 -5.340
H: 2.294 -1.756 1.743
H: -7.801 -1.894 -0.827
H: 3.510 1.763 -3.540
H: 3.491 0.553 3.019
H: 5.475 0.693 1.205
H: 3.130 2.631 0.787
H: 0.689 -0.294 3.114
H: 2.790 -2.811 -1.091
H: 2.457 -0.282 -2.576
H: 5.295 1.831 -0.132
H: -3.968 1.157 3.395
H: 2.312 2.240 -2.328
H: 5.349 0.014 -1.599
H: 3.676 2.294 3.212
H: 1.205 -2.611 -0.326
H: 4.029 2.282 -1.943
H: -6.645 1.917 0.790
H: 2.096 1.629 2.810

Cartesian forces (eV/Å) of the 6 atoms listed first:
Sb 0.0 -0.4 0.1
Pd 0.2 0.7 -0.1
O 0.0 -0.2 0.0
O 0.0 0.0 -0.3
N 0.1 0.0 0.0
N 0.2 0.2 0.0